C30H74N6O5P | the ωB97M-V functional and the def2-TZVPD basis

Last column: Löwdin spin population.
Positions of all 116 atoms, in Å:
1 C 1.13 4.23 1.85  0.00
2 C 0.02 3.21 1.45  0.00
3 C 0.42 2.46 0.13  0.00
4 C 0.13 3.44 -1.08  0.00
5 C -1.29 3.07 -1.66  0.00
6 C 1.27 3.47 -2.17  0.00
7 P 1.52 1.74 -2.83  0.00
8 N 2.78 1.59 -3.83  0.01
9 C 0.85 4.52 -3.26  0.00
10 C 1.98 4.95 -4.24  0.03
11 C 1.84 6.48 -4.57  0.02
12 C 1.69 4.22 -5.63  0.01
13 N 3.33 4.54 -3.85  0.37
14 O 4.25 5.08 -4.55  0.51
15 C 3.62 4.66 -2.41  0.03
16 C 3.89 6.12 -1.91  0.02
17 C 4.96 3.88 -2.17  0.00
18 C 2.56 4.01 -1.46  0.00
19 H 2.14 3.89 1.53  0.00
20 H 0.96 5.24 1.42  0.00
21 H 1.16 4.32 2.95  0.00
22 H -0.98 3.68 1.36  0.00
23 H -0.01 2.43 2.24  0.00
24 H 1.48 2.16 0.17  0.00
25 H -0.24 1.59 0.02  0.00
26 H 0.04 4.48 -0.70  0.00
27 H -1.96 2.58 -0.92  0.00
28 H -1.76 4.02 -1.98  0.00
29 H -1.19 2.46 -2.58  0.00
30 H 0.33 1.29 -3.48  0.00
31 H 1.73 0.90 -1.68  0.00
32 H 2.40 1.23 -4.70  0.00
33 H 0.54 5.43 -2.69  0.00
34 H -0.07 4.15 -3.76  0.00
35 H 1.72 7.11 -3.68  0.00
36 H 2.62 6.84 -5.26  0.00
37 H 0.88 6.57 -5.13  0.00
38 H 2.36 3.34 -5.66  0.00
39 H 1.97 4.89 -6.46  0.00
40 H 0.62 3.96 -5.73  0.00
41 H 3.03 6.80 -1.99  0.00
42 H 4.11 6.03 -0.83  0.00
43 H 4.81 6.54 -2.36  0.00
44 H 5.80 4.29 -2.74  0.00
45 H 5.25 3.92 -1.10  0.00
46 H 4.76 2.82 -2.43  0.00
47 H 3.03 3.22 -0.85  0.00
48 H 2.24 4.79 -0.75  0.00
49 C -5.44 -1.61 -0.20  0.00
50 C -5.67 -0.43 -1.13  0.00
51 C -4.37 0.30 -1.53  0.00
52 O -3.83 1.13 -0.52  0.00
53 C -3.07 0.44 0.46  0.00
54 N -6.64 0.49 -0.52  0.00
55 H -5.25 -1.30 0.83  0.00
56 H -6.33 -2.25 -0.18  0.00
57 H -4.60 -2.22 -0.54  0.00
58 H -6.11 -0.82 -2.05  0.00
59 H -4.60 0.96 -2.37  0.00
60 H -3.61 -0.41 -1.89  0.00
61 H -2.53 -0.41 0.04  0.00
62 H -3.72 0.11 1.28  0.00
63 H -2.35 1.14 0.88  0.00
64 H -6.87 1.22 -1.18  0.00
65 H -6.16 0.98 0.23  0.00
66 C 1.45 -0.40 6.79  0.00
67 C 2.29 0.10 5.62  0.00
68 C 1.67 1.29 4.87  0.00
69 O 0.60 0.94 4.01  0.00
70 C -0.66 0.77 4.65  0.00
71 N 2.57 -1.02 4.72  0.00
72 H 0.60 -0.99 6.47  0.00
73 H 2.05 -1.03 7.44  0.00
74 H 1.08 0.44 7.39  0.00
75 H 3.25 0.45 6.03  0.00
76 H 2.43 1.72 4.22  0.00
77 H 1.36 2.09 5.56  0.00
78 H -0.78 1.47 5.49  0.00
79 H -0.78 -0.26 4.99  0.00
80 H -1.44 0.97 3.92  0.00
81 H 3.22 -0.72 4.00  0.00
82 H 1.72 -1.22 4.21  0.00
83 C -2.84 -7.03 -2.28  0.00
84 C -2.01 -5.79 -1.94  0.00
85 C -2.22 -5.29 -0.50  0.00
86 O -3.43 -4.59 -0.29  0.00
87 C -4.57 -5.41 -0.09  0.00
88 N -2.30 -4.75 -2.93  0.00
89 H -3.89 -6.80 -2.46  0.00
90 H -2.46 -7.50 -3.19  0.00
91 H -2.79 -7.77 -1.48  0.00
92 H -0.96 -6.07 -2.04  0.00
93 H -1.42 -4.57 -0.29  0.00
94 H -2.11 -6.10 0.23  0.00
95 H -4.32 -6.33 0.46  0.00
96 H -5.04 -5.65 -1.04  0.00
97 H -5.29 -4.85 0.50  0.00
98 H -1.67 -3.96 -2.77  0.00
99 H -3.22 -4.37 -2.72  0.00
100 C 2.99 -5.80 3.36  0.00
101 C 2.07 -4.75 2.75  0.00
102 C 0.61 -5.21 2.60  0.00
103 O 0.38 -6.10 1.52  0.00
104 C 0.71 -7.46 1.78  0.00
105 N 2.63 -4.30 1.46  0.00
106 H 3.27 -6.57 2.64  0.00
107 H 3.92 -5.33 3.69  0.00
108 H 2.53 -6.27 4.22  0.00
109 H 2.06 -3.89 3.43  0.00
110 H -0.01 -4.34 2.39  0.00
111 H 0.23 -5.64 3.54  0.00
112 H 0.51 -7.73 2.82  0.00
113 H 1.76 -7.65 1.53  0.00
114 H 0.10 -8.08 1.13  0.00
115 H 2.07 -3.53 1.11  0.00
116 H 2.47 -5.05 0.79  0.00

The expectation value of S² is 0.754. Its spin multiplicity is 2. The value obtained for the orbital gap (alpha / beta) is 0.2945 / 0.3067 Ha. The calculation puts the electronic energy at -60771.35015 eV. The largest force on an atom is 3.1 eV/A. The lowest unoccupied orbital energy (alpha / beta) is 0.12 / 0.12 eV. As for the net charge: 0.

=====

C30H74N8O8Si2 | the ωB97M-V functional and the def2-TZVPD basis

Last column: Löwdin charge in e.
Positions of all 122 atoms, in Å:
1 C -0.21 -1.36 0.34  -0.13
2 C -1.02 -2.43 -0.62  -0.24
3 C -1.18 -1.92 -2.18  -0.19
4 C 0.20 -2.07 -3.07  -0.19
5 C 0.54 -3.64 -3.46  -0.26
6 C 2.09 -4.09 -3.20  -0.27
7 Si 2.52 -4.55 -1.38  0.46
8 N 4.00 -3.57 -0.93  -0.17
9 C 3.59 -2.15 -0.50  -0.28
10 C 4.23 -1.05 -1.53  -0.23
11 C 3.28 0.28 -1.77  -0.14
12 O 2.81 -6.29 -1.30  -0.49
13 Si 1.29 -7.15 -1.63  0.57
14 H 0.52 -0.66 -0.26  0.05
15 H 0.45 -1.94 1.16  0.08
16 H -0.99 -0.67 0.90  0.08
17 H -0.57 -3.53 -0.57  0.08
18 H -2.12 -2.52 -0.17  0.08
19 H -1.48 -0.79 -2.15  0.11
20 H -1.99 -2.61 -2.70  0.09
21 H 0.01 -1.46 -4.07  0.10
22 H 1.16 -1.64 -2.55  0.08
23 H -0.27 -4.32 -2.97  0.07
24 H 0.36 -3.72 -4.64  0.11
25 H 2.33 -5.03 -3.90  0.10
26 H 2.79 -3.21 -3.54  0.08
27 H 1.49 -4.23 -0.40  0.00
28 H 4.36 -4.01 -0.04  0.06
29 H 4.00 -2.00 0.61  0.11
30 H 2.41 -2.10 -0.42  0.07
31 H 5.30 -0.64 -1.19  0.11
32 H 4.40 -1.61 -2.56  0.10
33 H 3.45 0.60 -2.89  0.07
34 H 3.56 1.19 -1.07  0.08
35 H 2.13 0.08 -1.60  0.04
36 H 0.94 -8.13 -0.57  -0.08
37 H 1.46 -7.92 -2.87  -0.07
38 H 0.24 -6.14 -1.70  -0.08
39 C -2.78 -3.64 -5.89  -0.30
40 O -2.00 -2.93 -5.28  -0.01
41 N -3.56 -4.63 -5.34  -0.20
42 C -4.46 -5.44 -6.13  -0.07
43 C -3.48 -4.87 -3.91  -0.04
44 H -2.91 -3.55 -6.98  0.13
45 H -5.48 -5.30 -5.77  0.09
46 H -4.17 -6.49 -6.04  0.09
47 H -4.41 -5.15 -7.19  0.08
48 H -3.76 -3.96 -3.38  0.09
49 H -2.45 -5.14 -3.65  0.08
50 H -4.16 -5.68 -3.62  0.09
51 C -2.37 0.68 -4.63  -0.32
52 O -3.26 0.70 -3.78  -0.02
53 N -1.61 1.76 -5.02  -0.20
54 C -0.58 1.65 -6.03  -0.06
55 C -1.84 3.04 -4.40  -0.04
56 H -2.11 -0.25 -5.17  0.12
57 H 0.38 1.93 -5.59  0.09
58 H -0.82 2.32 -6.86  0.09
59 H -0.51 0.62 -6.42  0.09
60 H -1.68 2.95 -3.32  0.10
61 H -2.88 3.34 -4.58  0.05
62 H -1.17 3.80 -4.80  0.10
63 C -4.16 -2.93 2.68  -0.32
64 O -2.96 -2.69 2.62  0.00
65 N -5.15 -2.22 2.05  -0.21
66 C -6.55 -2.58 2.17  -0.07
67 C -4.79 -1.08 1.23  -0.05
68 H -4.54 -3.78 3.28  0.13
69 H -6.95 -2.80 1.18  0.09
70 H -7.09 -1.73 2.61  0.09
71 H -6.68 -3.45 2.82  0.08
72 H -4.12 -1.42 0.43  0.08
73 H -4.26 -0.35 1.85  0.09
74 H -5.68 -0.62 0.79  0.09
75 C -4.90 4.12 -3.71  -0.33
76 O -4.68 4.99 -4.53  0.00
77 N -5.63 4.27 -2.55  -0.20
78 C -5.84 3.18 -1.62  -0.06
79 C -6.21 5.57 -2.25  -0.05
80 H -4.51 3.09 -3.83  0.11
81 H -6.92 3.00 -1.53  0.09
82 H -5.43 3.46 -0.65  0.09
83 H -5.35 2.27 -1.97  0.09
84 H -6.89 5.85 -3.06  0.09
85 H -5.41 6.31 -2.19  0.09
86 H -6.76 5.53 -1.31  0.09
87 C 5.94 0.35 2.50  -0.33
88 O 5.01 0.09 1.74  -0.01
89 N 6.62 -0.57 3.27  -0.20
90 C 7.71 -0.18 4.14  -0.06
91 C 6.24 -1.96 3.21  -0.05
92 H 6.31 1.38 2.62  0.13
93 H 8.61 -0.71 3.84  0.09
94 H 7.45 -0.45 5.17  0.09
95 H 7.89 0.90 4.09  0.09
96 H 6.34 -2.32 2.19  0.09
97 H 5.19 -2.06 3.51  0.09
98 H 6.86 -2.56 3.88  0.09
99 C 4.44 2.98 4.56  -0.33
100 O 5.22 2.93 5.51  -0.01
101 N 3.76 4.11 4.16  -0.20
102 C 2.85 4.09 3.03  -0.06
103 C 3.96 5.35 4.87  -0.05
104 H 4.22 2.10 3.95  0.12
105 H 3.21 4.80 2.28  0.09
106 H 1.86 4.39 3.37  0.09
107 H 2.80 3.10 2.58  0.09
108 H 5.02 5.62 4.83  0.09
109 H 3.68 5.21 5.92  0.06
110 H 3.36 6.15 4.44  0.08
111 C 0.65 6.48 7.02  -0.31
112 O 1.41 6.68 6.09  0.00
113 N 1.03 6.09 8.29  -0.21
114 C 0.06 5.87 9.34  -0.07
115 C 2.43 5.89 8.58  -0.04
116 H -0.44 6.60 6.91  0.13
117 H 0.28 6.54 10.17  0.09
118 H 0.14 4.83 9.69  0.09
119 H -0.96 6.05 8.99  0.08
120 H 2.97 6.82 8.39  0.10
121 H 2.83 5.12 7.91  0.08
122 H 2.57 5.58 9.62  0.09

The value obtained for the orbital gap is 0.3417 Ha. The calculation puts the electronic energy at -76364.42868 eV. The largest force on an atom is 3.1 eV/A. The lowest unoccupied orbital energy is 0.49 eV. As for the net charge: 0.

=====

Look up the net charge of the first one.
0

=====

Look up the net charge of the second one.
0